Here is a cluster of 2 separate species, CH5N3O2 in total in a non-equilibrium geometry from the Open Molecules 2025 dataset. Energies are from ωB97M-V/def2-TZVPD.

The geometry in XYZ format:
```
11
Properties=species:S:1:pos:R:3:forces:R:3
C 0.27171 0.26002 -0.72319 1.6 0.6 -0.1
N 0.06490 -0.41961 1.47292 -2.6 -0.5 3.0
N -0.43831 -0.03072 0.45785 -1.1 -0.7 -0.7
N -3.84834 0.37234 -0.61518 1.1 0.5 -1.4
O -2.98460 0.73615 -1.38277 -1.2 -0.4 1.0
O -3.38570 -0.30706 0.42561 -0.2 -0.1 0.5
H 1.33243 0.51995 -0.63696 -0.1 0.6 0.5
H 0.32626 -0.56799 -1.36567 -0.5 -1.7 -0.7
H -0.36309 0.92999 -1.21655 -0.3 1.5 -1.0
H -2.39663 -0.27256 0.41137 0.4 0.1 -0.1
H 1.02721 -0.46622 1.63621 2.9 0.1 -0.9
```
Positions in Å, forces in eV/Å.

The HOMO-LUMO gap is 9.90 eV. The structure (SMILES) is [H]/N=N\C.O=NO. Its spin multiplicity is 1. The total charge is 0. The HOMO energy comes out at -9.44 eV.

Here is an isolated molecule of CH5N3O2 in a non-equilibrium geometry from the Open Molecules 2025 dataset. Energies are from ωB97M-V/def2-TZVPD.

The geometry in XYZ format:
```
11
Properties=species:S:1:pos:R:3:forces:R:3
C 0.51823 -0.39970 0.25101 1.0 5.9 -4.3
N 1.78964 -0.87769 0.23957 -0.3 -0.3 0.8
N 0.53835 1.10405 -0.24942 1.1 -2.0 2.2
O -1.54209 -0.05373 -0.62923 2.0 -2.2 -0.1
O -2.79049 0.37942 -0.18605 -0.6 0.2 1.3
N -0.54657 -1.05399 0.22369 -3.8 0.6 0.1
H -3.12102 -0.20741 0.51137 0.3 -0.4 -0.2
H 2.50046 -0.16766 0.33378 -0.1 -0.2 0.3
H 1.91223 -1.75413 0.72171 0.3 0.0 -0.1
H -0.28266 1.67938 -0.11658 0.0 -0.8 -0.1
H 1.02391 1.35147 -1.09985 0.0 -0.7 0.1
```
Positions in Å, forces in eV/Å.

The HOMO-LUMO gap is 9.63 eV. The structure (SMILES) is NC(N)=NOO. Its spin multiplicity is 1. The total charge is 0. The HOMO energy comes out at -8.89 eV.

Here is an isolated molecule of CH5N3O2 in a non-equilibrium geometry from the Open Molecules 2025 dataset. Energies are from ωB97M-V/def2-TZVPD.

The geometry in XYZ format:
```
11
Properties=species:S:1:pos:R:3:forces:R:3
C -0.42582 0.45609 0.07952 2.3 2.3 -0.2
H 2.52230 -0.48898 -0.30244 1.2 -0.2 -1.3
H 1.33176 1.45772 -0.16409 0.1 0.4 0.4
H -0.68886 2.21865 -0.38913 -0.8 -0.1 0.5
H -1.86955 -0.44760 0.63514 -0.6 -0.2 0.8
H -0.60141 -2.40943 0.02048 -0.2 0.7 -1.2
N 0.93110 0.54922 -0.27225 0.1 -1.7 -0.3
N -1.23374 1.42167 -0.00238 0.6 1.7 -1.0
N -0.89487 -0.69629 0.57319 -1.3 -0.5 1.5
O 1.80049 -0.47102 0.28839 -2.2 1.2 1.1
O -0.87138 -1.59004 -0.46643 0.8 -3.6 -0.4
```
Positions in Å, forces in eV/Å.

The HOMO-LUMO gap is 10.01 eV. The structure (SMILES) is N=C(NO)NO. Its spin multiplicity is 1. The total charge is 0. The HOMO energy comes out at -9.31 eV.

Here is a structure of composition CH5N3O2 in a non-equilibrium geometry from the Open Molecules 2025 dataset. Energies are from ωB97M-V/def2-TZVPD.

The geometry in XYZ format:
```
11
Properties=species:S:1:pos:R:3:forces:R:3
C 0.13861 0.01259 0.58535 -2.4 1.5 -1.3
N 1.27835 0.58809 0.24889 3.1 3.3 -0.6
N 0.05976 -1.30155 0.60302 -0.5 -2.5 1.5
N -1.00657 0.50316 -0.77925 -2.5 -2.1 1.3
O -0.58205 1.22339 -1.61008 0.9 1.6 -1.8
O -2.16000 -0.00001 -0.82316 1.7 0.6 0.3
H -0.44920 0.55592 1.26266 -0.5 0.3 1.5
H 1.34842 1.64795 0.56198 0.0 -3.2 -1.6
H 1.65933 0.31836 -0.70604 -0.5 1.0 1.9
H 0.51327 -1.76577 -0.11427 1.4 -0.9 -1.5
H -0.79991 -1.78212 0.77089 -0.6 0.5 0.3
```
Positions in Å, forces in eV/Å.

The HOMO-LUMO gap is 9.52 eV. Its spin multiplicity is 1. The total charge is 0. The HOMO energy comes out at -8.87 eV.

Here is a structure of composition CH5N3O2S in a non-equilibrium geometry from the Open Molecules 2025 dataset. Energies are from ωB97M-V/def2-TZVPD.

The geometry in XYZ format:
```
12
Properties=species:S:1:pos:R:3:forces:R:3
C -0.88628 -0.32699 -0.11961 0.3 2.5 -0.2
N -1.52044 -1.10432 -0.84726 0.3 -2.9 0.6
N 0.27335 -0.69029 0.61166 -1.0 -2.3 -1.1
N -1.07332 1.02736 0.01300 -1.6 1.5 -0.1
O 2.98053 -0.64595 0.55655 -0.2 -0.2 -0.7
O 1.85896 1.36408 -0.03919 -0.6 1.8 -0.2
S 2.11837 0.01358 -0.40395 1.6 -1.4 0.5
H 0.53095 -0.12911 1.39595 -0.4 0.2 0.7
H -2.36110 -0.89663 -1.34127 -0.1 0.9 -0.2
H 0.23116 -1.70444 0.77393 0.5 0.6 0.1
H -1.85350 1.44568 -0.49130 0.1 -0.7 0.1
H -0.29868 1.64703 -0.10851 0.9 -0.1 0.4
```
Positions in Å, forces in eV/Å.

The HOMO-LUMO gap is 9.98 eV. Its spin multiplicity is 1. The total charge is 0. The HOMO energy comes out at -9.81 eV.

Here is an isolated molecule of CH5N3OS2 in a non-equilibrium geometry from the Open Molecules 2025 dataset. Energies are from ωB97M-V/def2-TZVPD.

The geometry in XYZ format:
```
12
Properties=species:S:1:pos:R:3:forces:R:3
C 0.03008 -0.18504 -0.36817 -1.0 -0.6 1.1
H -0.40663 2.74202 0.79926 -0.1 -2.0 -1.7
H -1.65887 0.91810 -0.62085 0.9 -0.5 1.2
H 1.59116 1.12482 -0.47624 0.2 -2.8 -0.1
H 2.85712 -0.67702 1.54001 -0.4 -1.4 -3.4
H -2.49733 -2.95367 0.09218 1.2 2.5 -0.5
N -0.89227 0.85416 0.10875 0.6 1.6 -1.7
N 1.42565 0.05493 -0.61617 -0.5 0.4 1.2
N -0.55038 -1.32429 -0.43585 0.2 -0.9 -0.1
O -0.33361 2.18339 -0.05462 0.4 1.2 1.4
S 2.67888 -1.25748 0.02101 -1.8 4.0 2.5
S -2.24381 -1.47993 0.01069 0.5 -1.6 0.0
```
Positions in Å, forces in eV/Å.

The HOMO-LUMO gap is 8.38 eV. The structure (SMILES) is ON/C(=N\S)NS. Its spin multiplicity is 1. The total charge is 0. The HOMO energy comes out at -8.42 eV.

Here is an isolated molecule of CH5N3S2 in a non-equilibrium geometry from the Open Molecules 2025 dataset. Energies are from ωB97M-V/def2-TZVPD.

The geometry in XYZ format:
```
11
Properties=species:S:1:pos:R:3:forces:R:3
C 0.49003 0.58440 0.00207 -0.7 -2.3 0.1
H -2.38258 -0.46931 -0.60171 0.3 -0.5 -0.8
H -2.28047 -0.69859 0.91641 1.6 -0.4 -0.5
H -1.38658 1.25146 0.14709 0.7 -0.1 0.0
H 0.21343 -1.38451 -0.43439 2.9 1.6 1.1
H 2.83003 0.47033 -0.23571 0.4 0.2 -0.1
N -1.64955 -0.70055 0.06408 -2.2 -1.8 0.8
N -0.84552 0.38630 0.10458 -1.7 6.0 0.5
N 0.99829 -0.64701 -0.12702 -0.5 -1.7 -0.8
S 1.32595 2.02616 0.04260 -0.8 0.0 0.1
S 2.68696 -0.81867 0.12200 -0.1 -1.2 -0.3
```
Positions in Å, forces in eV/Å.

The HOMO-LUMO gap is 8.71 eV. The structure (SMILES) is NNC(=S)NS. Its spin multiplicity is 1. The total charge is 0. The HOMO energy comes out at -8.36 eV.

Here is a cluster of 2 separate species, CH5NO in total in a non-equilibrium geometry from the Open Molecules 2025 dataset. Energies are from ωB97M-V/def2-TZVPD.

The geometry in XYZ format:
```
8
Properties=species:S:1:pos:R:3:forces:R:3
C 0.01779 1.25801 1.34163 0.6 4.1 3.5
N -1.09769 1.06357 0.73057 -3.8 -1.0 -1.9
H 0.84507 0.69312 1.20724 2.9 -1.8 -0.1
H 0.02857 2.12322 2.08590 0.5 -0.9 -0.8
H -1.03733 0.11419 0.38433 -0.4 -0.4 -0.7
H 0.22392 -2.09082 -1.19052 0.9 0.9 -1.1
H 0.19662 -1.51036 -2.70016 2.0 -0.4 3.0
O 0.82303 -1.65093 -1.85899 -2.9 -0.5 -2.0
```
Positions in Å, forces in eV/Å.

The HOMO-LUMO gap (spin up / spin down) is 2.04 / 6.35 eV. Its spin multiplicity is 2. The total charge is -1. The HOMO energy (spin up / spin down) comes out at 1.72 / -2.67 eV.

Energy above the lowest of the compared OMol25 structures with the same formula, charge and spin: 3.8777, 5.0347, 3.1172, 2.5891, 0.2033, 2.3866, 1.4272, 1.6932 (eV)